Entry 1:
Density functional theory data (the ωB97M-V functional and the def2-TZVPD basis) for C12H25B2NO5S in the gas phase in a non-equilibrium geometry.

Computed properties:
Orbital gap, eV: 9.935
Electronic energy, Eh: -1351.10355
HOMO, eV: -9.68
LUMO energy, eV: 0.250

```
46
Properties=species:S:1:pos:R:3:lowdin_charge:R:1
C 3.05 -0.63 1.74 -0.06
C 2.92 -1.28 0.33 -0.11
B 1.54 -1.98 0.02 -0.39
O 1.55 -3.37 0.05 0.13
C 0.13 -1.35 -0.40 -0.19
O -0.88 -2.25 0.19 -0.32
S -1.83 -2.91 -0.96 0.96
O -2.80 -3.63 -0.22 -0.36
O -2.51 -1.54 -1.56 -0.28
C -2.75 -0.42 -0.69 -0.35
C -3.47 -0.77 0.60 -0.04
C -1.59 0.57 -0.61 -0.24
C -2.04 1.91 -0.03 -0.02
C -0.23 0.08 0.02 -0.23
C -0.36 0.14 1.56 -0.09
C 0.33 1.26 2.31 -0.26
N -0.24 1.94 3.20 0.11
B 0.79 1.08 -0.70 -0.44
O 1.19 2.30 -0.20 0.13
C 1.30 0.71 -2.18 -0.13
C 2.16 1.83 -2.81 -0.11
H 3.97 -0.91 2.22 0.07
H 3.10 0.44 1.62 0.06
H 2.21 -0.91 2.36 0.06
H 3.71 -2.02 0.23 0.10
H 3.13 -0.54 -0.43 0.09
H 1.11 -3.65 0.87 0.12
H 0.03 -1.50 -1.48 0.13
H -3.50 0.14 -1.23 0.15
H -3.90 0.11 1.05 0.08
H -4.30 -1.44 0.39 0.09
H -2.85 -1.26 1.33 0.07
H -1.36 0.80 -1.65 0.13
H -2.96 1.82 0.53 0.08
H -1.31 2.35 0.64 0.07
H -2.24 2.62 -0.81 0.09
H -1.40 0.23 1.84 0.10
H -0.06 -0.78 2.05 0.13
H 1.34 1.55 2.10 0.09
H -1.20 1.64 3.33 0.05
H 0.69 3.03 -0.61 0.13
H 1.92 -0.18 -2.19 0.09
H 0.45 0.59 -2.84 0.11
H 1.56 2.61 -3.25 0.07
H 2.91 2.20 -2.12 0.07
H 2.71 1.38 -3.62 0.07
```

Entry 2:
Density functional theory data (the ωB97M-V functional and the def2-TZVPD basis) for a gas-phase ion, C2H10N3 (charge +1) in a non-equilibrium geometry.

Computed properties:
SMILES string: NC[NH2+]CN
ΔE to the lowest compared entry with this formula, charge and spin, eV: 1.648
Orbital gap, eV: 10.951
Electronic energy, Eh: -246.19809
Total charge: +1
HOMO, eV: -14.12
LUMO energy, eV: -3.169

```
15
Properties=species:S:1:pos:R:3:lowdin_charge:R:1
C -0.57 0.37 -1.27 -0.18
N -1.96 -0.03 -1.24 0.03
H -0.35 1.45 -1.15 0.14
H -0.20 -0.06 -2.21 0.13
H -2.18 -0.31 -2.17 0.06
H -2.73 0.66 -1.01 0.12
N 0.35 -0.40 -0.25 0.06
C 0.83 0.39 0.97 -0.19
N 1.21 -0.58 1.98 0.03
H -0.25 -1.14 0.09 0.14
H 1.20 -0.81 -0.72 0.19
H 0.04 1.08 1.46 0.17
H 1.75 0.91 0.71 0.13
H 2.21 -0.74 2.07 0.10
H 0.65 -0.81 2.75 0.06
```

Entry 3:
Density functional theory data (the ωB97M-V functional and the def2-TZVPD basis) for a gas-phase ion, C3H10NS3 (charge +1) in a non-equilibrium geometry.

Computed properties:
ΔE to the lowest compared entry with this formula, charge and spin, eV: 1.726
Orbital gap, eV: 8.937
Electronic energy, Eh: -1369.25401
Total charge: +1
HOMO, eV: -13.00
LUMO energy, eV: -4.066

```
17
Properties=species:S:1:pos:R:3:lowdin_charge:R:1
C 0.63 -0.33 1.87 -0.13
C 0.63 -0.28 -1.90 -0.33
C 0.29 0.41 0.64 -0.54
N -0.97 0.10 0.02 -0.96
S 1.85 -0.18 -0.58 1.06
S -1.99 -1.15 0.63 0.79
S -1.82 1.46 -0.68 0.79
H 1.35 0.11 2.43 0.06
H 1.02 -1.41 1.55 0.13
H -0.30 -0.41 2.38 0.04
H 0.29 0.77 -2.03 0.03
H 1.19 -0.72 -2.73 0.06
H -0.09 -1.06 -1.55 0.07
H 0.51 1.41 0.71 0.08
H 2.37 1.03 -0.81 -0.01
H -2.52 -0.42 1.69 -0.06
H -2.43 0.68 -1.64 -0.08
```